1.
C10H23ClNbO2S as an isolated structure. Source: the OMol25 dataset; level of theory: the ωB97M-V functional and the def2-TZVPD basis.

The value obtained for the energy is -1460.45686 Ha. The calculation puts the LUMO energy at 0.086 Eh. For the HOMO energy, the calculation gives -4.713 eV. As for the net charge: -1. Its frontier orbital gap is 0.260 hartree. Its multiplicity is 1.

Last column: Mulliken charge in e.
CARTESIAN COORDINATES (ANGSTROEM)
C -1.881 0.939 -3.036  -0.448
C -1.489 -0.277 -2.620  -0.190
Nb -2.059 -0.742 -0.612  -0.298
S -4.452 0.045 -0.340  -0.430
Cl -1.243 1.429 0.173  -0.418
C -0.076 -1.820 -0.549  -1.066
C 0.844 -1.716 0.695  -0.208
C 2.065 -0.794 0.488  -0.773
C 2.138 0.418 1.429  -0.586
C 2.944 1.602 0.858  -0.897
C 2.083 2.817 0.458  -0.344
C 1.758 2.842 -1.034  -1.096
C -2.108 -1.613 1.498  -0.460
O -3.343 -2.306 1.627  -0.224
O -3.228 -3.293 2.706  -0.414
H -1.518 1.842 -2.549  0.223
H -2.614 1.097 -3.832  0.215
H -1.053 -1.057 -3.248  0.382
H -2.821 -2.265 -1.197  0.078
H -4.249 1.327 -0.670  0.073
H -0.313 -2.879 -0.711  0.281
H 0.528 -1.512 -1.407  0.574
H 1.247 -2.717 0.890  0.179
H 0.323 -1.431 1.608  0.292
H 2.970 -1.388 0.655  0.244
H 2.101 -0.450 -0.550  0.330
H 2.644 0.099 2.347  0.304
H 1.134 0.728 1.729  0.444
H 3.668 1.936 1.605  0.423
H 3.484 1.264 -0.032  0.428
H 1.155 2.802 1.034  0.253
H 2.623 3.734 0.717  0.319
H 1.396 1.861 -1.353  0.133
H 2.650 3.079 -1.620  0.409
H 0.959 3.549 -1.266  0.305
H -2.067 -0.786 2.220  0.218
H -1.298 -2.312 1.685  0.447
H -2.902 -4.051 2.204  0.301

---

2.
A 5-piece molecular cluster, C19H51IO5P overall. Source: the OMol25 dataset; level of theory: the ωB97M-V functional and the def2-TZVPD basis.

The value obtained for the energy is -1769.57153 Ha. The calculation puts the LUMO energy at 0.086 Eh. For the HOMO energy, the calculation gives -3.322 eV. As for the net charge: -1. Its frontier orbital gap is 0.208 hartree. Its multiplicity is 1.

Last column: Mulliken charge in e.
CARTESIAN COORDINATES (ANGSTROEM)
C 1.888 -5.409 -1.007  -1.026
C 1.389 -3.890 -1.269  -0.062
I 2.051 -2.692 0.495  -0.142
C -0.155 -3.629 -1.654  -0.462
P -1.327 -5.112 -1.742  -0.064
O -2.625 -4.217 -0.922  -0.674
H 2.921 -5.347 -0.413  0.324
H 2.066 -5.940 -2.053  0.296
H 1.196 -6.093 -0.362  0.263
H 2.055 -3.452 -2.159  0.243
H -0.180 -3.059 -2.703  0.315
H -0.609 -2.854 -0.868  -0.060
H -0.928 -5.659 -0.471  -0.269
H -2.269 -6.205 -1.853  0.109
H -1.838 -4.625 -3.014  -0.072
H -0.391 -5.950 -2.493  0.063
H -2.583 -4.391 0.070  0.244
C 2.703 2.976 0.610  -0.897
C 1.312 3.398 0.167  -0.284
O 0.745 2.539 -0.820  -0.499
C 0.571 1.174 -0.447  -0.192
C -0.341 0.987 0.754  -0.497
H 3.382 2.932 -0.250  -0.032
H 3.103 3.688 1.339  0.444
H 2.701 1.989 1.076  0.281
H 1.374 4.394 -0.284  0.430
H 0.636 3.489 1.022  0.239
H 1.545 0.701 -0.282  0.151
H 0.125 0.669 -1.310  0.319
H 0.059 1.467 1.650  0.231
H -0.470 -0.078 0.972  0.063
H -1.325 1.426 0.559  0.218
C -3.596 5.142 1.518  -1.151
C -3.377 4.203 0.343  -0.151
O -3.870 2.885 0.570  -0.331
C -5.267 2.765 0.830  -0.339
C -6.139 3.281 -0.303  -1.114
H -3.123 4.741 2.422  0.293
H -3.169 6.127 1.304  0.396
H -4.656 5.280 1.739  0.290
H -2.302 4.110 0.164  0.214
H -3.807 4.614 -0.575  0.285
H -5.517 3.255 1.776  0.319
H -5.468 1.698 0.972  0.319
H -5.984 4.346 -0.486  0.269
H -7.197 3.130 -0.067  0.385
H -5.908 2.752 -1.234  0.310
C 7.149 0.592 -3.517  -0.986
C 5.919 0.661 -4.409  -0.339
O 4.692 0.537 -3.695  -0.426
C 4.433 1.528 -2.703  -0.054
C 4.380 2.941 -3.259  -1.032
H 7.162 -0.349 -2.955  0.273
H 8.061 0.657 -4.119  0.385
H 7.171 1.407 -2.791  0.245
H 5.955 -0.172 -5.119  0.349
H 5.918 1.576 -5.009  0.293
H 5.163 1.449 -1.891  0.282
H 3.458 1.284 -2.266  0.059
H 5.331 3.241 -3.704  0.338
H 4.141 3.654 -2.464  0.361
H 3.615 3.016 -4.039  0.279
C -1.313 -3.316 5.402  -1.106
C -1.020 -3.106 3.924  -0.141
O -2.192 -3.063 3.114  -0.452
C -3.131 -2.032 3.412  -0.428
C -2.555 -0.633 3.280  -0.781
H -1.879 -4.243 5.552  0.284
H -0.379 -3.377 5.970  0.400
H -1.905 -2.500 5.820  0.266
H -0.420 -3.948 3.563  0.351
H -0.417 -2.208 3.765  0.187
H -3.562 -2.190 4.406  0.290
H -3.954 -2.143 2.698  0.347
H -1.731 -0.462 3.976  0.274
H -3.326 0.117 3.482  0.439
H -2.167 -0.473 2.268  0.055

---

3.
C13H23N4O2P2Sr as an isolated structure. Source: the OMol25 dataset; level of theory: the ωB97M-V functional and the def2-TZVPD basis.

The value obtained for the energy is -1591.75142 Ha. The calculation puts the LUMO energy (spin up / spin down) at -0.171 / -0.171 Eh. For the HOMO energy (spin up / spin down), the calculation gives -8.818 / -8.823 eV. As for the net charge: +1. Its frontier orbital gap (spin up / spin down) is 0.153 / 0.153 hartree. Its multiplicity is 1. The relative energy (zero: lowest compared OMol25 entry of this formula, charge and spin) comes out at 429.30 kJ/mol.

Last column: Mulliken charge in e.
CARTESIAN COORDINATES (ANGSTROEM)
Sr 0.479 1.330 -0.273  1.497
P 2.408 -1.147 0.301  0.627
C 2.156 -1.374 -1.382  -1.313
C 0.943 -1.498 -2.098  1.101
N -0.208 -0.873 -1.639  0.130
C -1.381 -1.198 -2.217  0.278
C -1.477 -2.060 -3.315  -0.848
C -0.298 -2.532 -3.855  -0.394
C 0.920 -2.337 -3.239  -1.001
C -2.672 -0.710 -1.594  -0.733
P -2.679 1.038 -1.079  0.624
H 1.882 -2.661 -3.679  0.401
H -2.444 -2.326 -3.758  0.365
H -0.329 -3.130 -4.751  0.422
H -3.524 -0.729 -2.289  0.399
H -2.967 -1.269 -0.695  0.456
H 3.410 3.300 -2.658  0.284
H 2.985 -1.224 -2.038  0.236
H -0.906 4.346 -0.428  0.357
O 3.548 2.632 -1.990  -0.546
H 4.434 2.298 -2.146  0.296
H -1.718 1.009 0.101  -0.135
O -0.288 3.976 -1.057  -0.622
H -0.989 3.856 -1.716  0.287
C -2.898 2.121 -2.454  -1.133
H -3.651 1.511 -3.023  0.456
H -3.365 3.062 -2.097  0.424
H -1.969 2.323 -3.044  0.341
C -4.044 1.191 0.118  -1.078
H -3.846 2.059 0.807  0.372
H -4.841 1.380 -0.623  0.400
H -4.056 0.205 0.633  0.385
C 2.458 -2.827 1.017  -1.226
H 3.446 -3.289 0.913  0.372
H 2.211 -2.835 2.083  0.352
H 1.711 -3.449 0.517  0.316
C 4.170 -0.633 0.532  -1.086
H 4.282 -0.320 1.593  0.342
H 4.798 -1.510 0.278  0.381
H 4.335 0.206 -0.170  0.161
N 0.096 0.516 2.214  -0.552
C -0.101 0.227 3.348  0.245
N -0.326 -0.101 4.566  -0.632
C -0.089 0.504 5.690  0.490
N 0.109 0.970 6.753  -0.500

---

4.
C37H34Cl4CoO2P2S3 as an isolated structure. Source: the OMol25 dataset; level of theory: the ωB97M-V functional and the def2-TZVPD basis.

The value obtained for the energy is -6681.45465 Ha. The calculation puts the LUMO energy (spin up / spin down) at -0.147 / -0.147 Eh. For the HOMO energy (spin up / spin down), the calculation gives -9.319 / -9.321 eV. As for the net charge: +1. Its frontier orbital gap (spin up / spin down) is 0.195 / 0.196 hartree. Its multiplicity is 1.

Last column: Mulliken charge in e.
CARTESIAN COORDINATES (ANGSTROEM)
Co -0.511 -0.256 0.031  -0.349
C -3.585 0.928 0.837  -0.741
C -3.081 -0.172 1.758  -1.009
S -2.009 -1.461 1.085  0.564
C -2.888 -2.280 -0.251  -0.816
C -3.009 -1.501 -1.553  -0.727
S -1.434 -0.745 -2.040  0.164
C -1.916 0.878 -2.670  -0.601
C -2.847 1.696 -1.782  -0.907
S -2.268 1.759 -0.080  0.105
H -4.088 1.677 1.451  0.576
H -4.317 0.556 0.123  0.366
H -3.924 -0.669 2.240  0.728
H -2.443 0.242 2.543  0.320
H -3.867 -2.602 0.107  0.684
H -2.282 -3.182 -0.383  0.019
H -3.753 -0.716 -1.485  0.189
H -3.312 -2.182 -2.350  0.650
H -2.333 0.767 -3.671  0.699
H -0.949 1.379 -2.762  0.210
H -3.868 1.318 -1.788  0.451
H -2.888 2.714 -2.169  0.520
Cl 3.353 3.849 3.587  -0.194
C 2.524 3.016 2.342  0.680
C 2.935 3.216 0.972  0.643
Cl 4.241 4.268 0.644  -0.206
C 2.305 2.561 -0.051  -0.207
Cl 2.768 2.731 -1.699  -0.179
C 1.249 1.660 0.234  -1.419
O 0.640 0.988 -0.687  0.282
C 0.862 1.440 1.598  0.330
O -0.060 0.580 1.774  -0.221
C 1.506 2.158 2.642  -0.009
Cl 0.964 1.875 4.247  -0.184
C 1.149 -3.593 0.052  -1.189
P 1.329 -1.775 -0.090  2.370
C 2.546 -1.267 1.170  0.419
C 2.248 -1.383 2.532  -0.427
C 3.144 -0.925 3.486  -0.853
C 4.327 -0.307 3.095  -0.878
C 4.615 -0.160 1.746  -0.800
C 3.734 -0.646 0.786  -0.806
C 2.317 -1.678 -1.621  -0.101
C 3.375 -2.571 -1.811  -0.312
C 4.143 -2.521 -2.963  -0.817
C 3.869 -1.572 -3.943  -0.589
C 2.833 -0.672 -3.758  -1.258
C 2.063 -0.723 -2.601  -0.073
P -0.286 -4.295 0.965  0.292
C 0.061 -6.087 0.750  0.815
C 0.543 -6.612 -0.448  -0.438
C 0.708 -7.983 -0.610  -0.769
C 0.380 -8.850 0.420  -0.505
C -0.116 -8.339 1.613  -0.716
C -0.277 -6.971 1.774  -0.485
C 0.222 -4.012 2.694  0.253
C -0.657 -3.350 3.546  -0.484
C -0.291 -3.070 4.861  -0.684
C 0.955 -3.462 5.328  -0.539
C 1.831 -4.144 4.487  -0.767
C 1.465 -4.418 3.179  -0.102
H 2.095 -4.045 0.356  0.684
H 0.971 -3.884 -0.989  0.690
H 1.316 -1.815 2.852  0.411
H 2.904 -1.031 4.535  0.563
H 5.016 0.065 3.840  0.455
H 5.529 0.327 1.434  0.472
H 3.973 -0.527 -0.265  0.296
H 3.617 -3.303 -1.049  0.311
H 4.959 -3.218 -3.094  0.450
H 4.468 -1.534 -4.842  0.412
H 2.624 0.078 -4.508  0.488
H 1.287 0.005 -2.454  0.604
H 0.802 -5.961 -1.273  0.290
H 1.093 -8.370 -1.543  0.416
H 0.509 -9.916 0.295  0.393
H -0.375 -9.007 2.422  0.409
H -0.656 -6.590 2.715  0.389
H -1.630 -3.048 3.176  0.548
H -0.978 -2.554 5.518  0.487
H 1.242 -3.248 6.348  0.454
H 2.799 -4.458 4.853  0.430
H 2.149 -4.956 2.533  0.381